Record 1
Below is the molecule C2HBrN2O at a distorted geometry, with properties calculated with wB97M-V/def2-TZVPD.

Atoms and positions in Å:
C (1.03404, 0.25478, 0.40888)
C (-0.00211, -1.00199, -1.01630)
N (-0.14877, 0.72159, 0.43966)
N (-0.83217, -0.03030, -0.40546)
O (1.15606, -0.76005, -0.44794)
Br (-3.04500, 0.21017, -0.15428)
H (1.83795, 0.60580, 1.17544)

Force components x, y, z for each atom (eV/Å):
C 1.467 1.990 2.843
C -3.122 -0.550 -0.894
N -0.380 0.904 1.343
N -1.660 -0.614 -0.488
O 1.171 -0.199 0.054
Br 3.883 -0.612 -0.737
H -1.359 -0.918 -2.120

- Molecular weight: 148.9 g mol⁻¹
- Frontier orbital gap: 6.93 eV
- Energy relative to the best compared isomer or geometry (same formula, charge and spin): 84.5 kcal per mole
- Highest occupied orbital energy: -9.9 eV
- Spin multiplicity: 1

Record 2
Below is the molecule C2HBrN2O at a distorted geometry, with properties calculated with wB97M-V/def2-TZVPD.

Atoms and positions in Å:
C (0.78594, -0.30769, -0.72082)
C (-1.13818, 0.41417, 0.13956)
N (-0.53497, 0.07681, -0.85349)
N (1.34354, -0.31283, 0.41586)
O (0.70340, 0.04055, 1.49901)
Br (-2.39764, 0.74667, 1.28631)
H (1.23790, -0.65768, -1.76643)

Force components x, y, z for each atom (eV/Å):
C 1.825 -1.422 -4.293
C 2.560 -0.843 -0.151
N -2.157 0.980 1.965
N 0.548 0.141 2.357
O -0.942 -0.129 -3.437
Br -1.317 0.416 0.545
H -0.517 0.857 3.014

- Molecular weight: 148.9 g mol⁻¹
- Frontier orbital gap (spin up / spin down): 8.69 / 8.68 eV
- Energy relative to the best compared isomer or geometry (same formula, charge and spin): 84.4 kcal per mole
- Highest occupied orbital energy (spin up / spin down): -8.9 / -8.9 eV
- Spin multiplicity: 1

Record 3
Below is a structure of composition C2HCdF6NO3S2 at a distorted geometry, with properties calculated with wB97M-V/def2-TZVPD.

Atoms and positions in Å:
N (-1.02448, 0.00082, -0.23389)
S (-0.98842, -1.59326, -0.80393)
C (-1.35552, -2.51936, 0.71680)
F (-1.16525, -3.81328, 0.44590)
F (-2.61124, -2.36207, 1.13959)
F (-0.56492, -2.18562, 1.74170)
S (0.32990, 0.81201, -0.27606)
O (0.69649, 1.36987, -1.66870)
O (2.61831, 0.63977, 0.03111)
C (-0.27512, 2.33876, 0.60479)
F (-0.92727, 1.98457, 1.69749)
F (0.76071, 3.08758, 0.94351)
F (-1.07328, 3.03528, -0.18189)
Cd (2.66824, 1.31843, -1.82692)
O (4.29155, 0.92960, -0.82194)
H (4.68513, 0.05476, -0.75644)

Force components x, y, z for each atom (eV/Å):
N 0.383 0.667 -0.257
S 0.232 0.006 -0.002
C 0.226 0.427 0.145
F -0.054 -0.203 -0.133
F -0.165 0.000 -0.037
F 0.112 0.056 -0.015
S 0.521 -1.160 0.943
O -2.501 0.524 -0.524
O -0.542 -1.101 2.515
C -0.420 -0.361 -0.029
F 0.024 -0.013 0.106
F 0.383 0.137 -0.072
F -0.179 0.197 -0.205
Cd 0.117 1.107 -3.599
O 1.959 -0.176 1.236
H -0.094 -0.107 -0.071

- Molecular weight: 377.6 g mol⁻¹
- Frontier orbital gap: 6.74 eV
- Energy relative to the best compared isomer or geometry (same formula, charge and spin): 71.4 kcal per mole
- Highest occupied orbital energy: -8.5 eV
- Spin multiplicity: 1

Record 4
Below is a structure of composition C2HCl2FNO2 at a distorted geometry, with properties calculated with wB97M-V/def2-TZVPD.

Atoms and positions in Å:
C (1.88502, 0.08965, -0.01716)
C (-0.94324, 0.30806, 0.02572)
N (0.07662, -0.51258, 0.19136)
O (2.48618, -0.75061, 0.46580)
O (1.79129, 1.16913, -0.53411)
F (-0.03149, -1.87528, 0.42509)
Cl (-1.93564, 0.10226, -1.72045)
Cl (-2.39790, 0.13744, 1.22235)
H (-0.93083, 1.33193, -0.05859)

Force components x, y, z for each atom (eV/Å):
C -2.328 3.614 -1.647
C -2.116 -4.246 0.484
N 1.279 2.468 -0.188
O 2.619 -3.206 1.591
O -0.043 -0.568 0.226
F -1.251 0.422 -0.061
Cl -0.186 -0.178 -0.341
Cl 0.335 -0.218 -0.046
H 1.690 1.912 -0.017

- Molecular weight: 160.9 g mol⁻¹
- Frontier orbital gap: 8.58 eV
- Charge: -1
- Energy relative to the best compared isomer or geometry (same formula, charge and spin): 46.7 kcal per mole
- Highest occupied orbital energy: -5.0 eV
- Spin multiplicity: 1

Record 5
Below is a cluster of 2 separate species, C2HCl2N in total at a distorted geometry, with properties calculated with wB97M-V/def2-TZVPD.

Atoms and positions in Å:
C (0.20669, -0.41023, -0.95524)
C (0.50718, 0.14027, 0.30251)
N (-0.05487, -0.68873, -2.01965)
Cl (0.50154, 1.86635, 0.37973)
Cl (-1.79079, -0.47358, 1.20682)
H (0.63025, -0.43408, 1.08583)

Force components x, y, z for each atom (eV/Å):
C 0.790 0.854 1.749
C -4.007 3.553 -2.825
N -0.455 -0.900 -2.468
Cl 0.511 -1.422 0.110
Cl 1.528 0.434 -0.611
H 1.633 -2.520 4.045

- Molecular weight: 109.9 g mol⁻¹
- Frontier orbital gap (spin up / spin down): 7.99 / 7.30 eV
- Energy relative to the best compared isomer or geometry (same formula, charge and spin): 56.2 kcal per mole
- Highest occupied orbital energy (spin up / spin down): -10.9 / -10.5 eV
- Spin multiplicity: 1

Record 6
Below is a cluster of 2 separate species, C2HCl2NS in total at a distorted geometry, with properties calculated with wB97M-V/def2-TZVPD.

Atoms and positions in Å:
C (1.93899, 0.66926, -0.30217)
C (-1.44806, -0.51885, 0.34728)
N (1.64556, 1.80305, -0.40199)
S (1.99724, -0.90721, -0.11270)
Cl (-2.38610, -0.60190, -1.00142)
Cl (-0.71309, 0.89458, 0.80691)
H (-1.03454, -1.33894, 0.66410)

Force components x, y, z for each atom (eV/Å):
C -0.549 0.872 -0.133
C -0.690 4.098 -1.317
N 0.352 0.263 -0.041
S 0.340 -1.403 0.021
Cl -0.827 0.040 -0.868
Cl -0.647 0.739 0.365
H 2.020 -4.609 1.973

- Molecular weight: 142.0 g mol⁻¹
- Frontier orbital gap (spin up / spin down): 8.79 / 5.06 eV
- Energy relative to the best compared isomer or geometry (same formula, charge and spin): 67.9 kcal per mole
- Highest occupied orbital energy (spin up / spin down): -9.9 / -8.4 eV
- Spin multiplicity: 1

Record 7
Below is a cluster of 2 separate species, C2HCl2O3 in total at a distorted geometry, with properties calculated with wB97M-V/def2-TZVPD.

Atoms and positions in Å:
C (1.90510, -0.51851, 1.19954)
C (-1.58639, -0.19780, -1.10564)
O (1.86043, 0.62255, 1.12364)
O (2.14654, -1.61598, 1.37704)
O (-1.99200, 0.96900, -0.67264)
Cl (-0.06561, 0.10717, -2.19790)
Cl (-0.72326, -1.06250, 0.50263)
H (-1.54480, 1.69607, -0.22666)

Force components x, y, z for each atom (eV/Å):
C 0.153 0.841 0.130
C 0.156 -0.963 -0.202
O -0.317 2.064 -0.330
O 0.446 -2.838 0.261
O -2.374 1.371 0.130
Cl 0.689 0.195 -0.312
Cl -0.044 -0.229 0.314
H 1.290 -0.441 0.009

- Molecular weight: 143.9 g mol⁻¹
- Frontier orbital gap: 6.77 eV
- Charge: -1
- Energy relative to the best compared isomer or geometry (same formula, charge and spin): 51.4 kcal per mole
- Highest occupied orbital energy: -3.2 eV
- Spin multiplicity: 1

Record 8
Below is a cluster of 2 separate species, C2HCl3N2O in total at a distorted geometry, with properties calculated with wB97M-V/def2-TZVPD.

Atoms and positions in Å:
O (2.22368, -1.64340, 1.38115)
N (2.79745, -0.97549, 0.59431)
Cl (3.78036, 0.41408, 1.44339)
N (2.78747, -1.13834, -0.60688)
Cl (3.73035, -0.33665, -1.71546)
C (0.70631, 1.55924, 1.12120)
C (1.00146, 2.14061, 0.11520)
Cl (0.76913, 2.96679, -1.22014)
H (0.71881, 1.38327, 2.14176)

Force components x, y, z for each atom (eV/Å):
O -0.766 -0.520 1.038
N 1.003 1.106 1.487
Cl 0.056 -0.386 -0.723
N -0.453 -0.873 -2.230
Cl 0.294 0.652 0.481
C 0.716 0.446 -0.158
C -0.941 -0.748 1.017
Cl 0.242 1.082 -2.102
H -0.153 -0.759 1.189

- Molecular weight: 175.4 g mol⁻¹
- Frontier orbital gap: 8.95 eV
- Energy relative to the best compared isomer or geometry (same formula, charge and spin): 36.2 kcal per mole
- Highest occupied orbital energy: -10.1 eV
- Spin multiplicity: 1

Record 9
Below is the molecule C2HCl3O2 at a distorted geometry, with properties calculated with wB97M-V/def2-TZVPD.

Atoms and positions in Å:
O (0.89336, 1.75260, -0.10288)
C (0.66394, 0.58758, -0.09661)
O (1.68122, -0.31013, -0.01969)
C (-0.80794, -0.02332, -0.01013)
Cl (-1.92711, 1.25812, -0.08847)
Cl (-0.89346, -0.92342, 1.51333)
Cl (-0.91377, -1.16671, -1.39239)
H (1.30376, -1.17471, 0.19685)

Force components x, y, z for each atom (eV/Å):
O -0.458 -0.103 -0.433
C 0.736 -0.146 0.985
O -1.077 0.172 -0.087
C 1.904 -0.220 -0.528
Cl -0.776 0.318 -0.079
Cl -0.204 -0.043 0.054
Cl -0.342 0.204 0.231
H 0.216 -0.182 -0.143

- Molecular weight: 163.4 g mol⁻¹
- Frontier orbital gap: 11.45 eV
- Energy relative to the best compared isomer or geometry (same formula, charge and spin): 2.9 kcal per mole
- Highest occupied orbital energy: -11.1 eV
- Spin multiplicity: 1

Record 10
Below is a cluster of 2 separate species, C2HCl3S in total at a distorted geometry, with properties calculated with wB97M-V/def2-TZVPD.

Atoms and positions in Å:
C (-0.50558, 0.23557, 0.52252)
C (-1.78013, 0.21623, 0.29382)
S (-2.38027, 0.88432, -2.24004)
Cl (-0.09765, -0.25180, 2.16502)
Cl (-3.11606, -0.27460, 0.93346)
Cl (-1.04173, 2.34407, -2.36652)
H (0.36502, 0.52872, -0.14278)

Force components x, y, z for each atom (eV/Å):
C 1.637 0.254 0.116
C 1.417 1.384 -4.752
S 0.465 -0.969 2.670
Cl 0.402 0.122 -0.285
Cl -2.786 -0.923 1.567
Cl 0.434 0.477 -0.182
H -1.569 -0.346 0.866

- Molecular weight: 163.5 g mol⁻¹
- Frontier orbital gap (spin up / spin down): 6.98 / 6.98 eV
- Energy relative to the best compared isomer or geometry (same formula, charge and spin): 62.6 kcal per mole
- Highest occupied orbital energy (spin up / spin down): -8.9 / -8.9 eV
- Spin multiplicity: 1